Entry 1:
61
Properties=species:S:1:pos:R:3 method="wB97M-V/def2-TZVPD" lumo_energy_ev="-5.23 / -5.23" molar_mass_g_mol=689.49 e_homo_ha="-0.406 / -0.406" charge=+1
W -1.0430 2.0243 -0.1802
C -1.1849 4.1024 -2.8535
O -0.3968 3.2010 -2.0467
C 1.0035 3.4092 -2.1099
C 1.6641 4.1259 -3.0894
C 3.0475 4.2438 -3.0287
C 3.7604 3.6404 -2.0045
C 3.1091 2.8914 -1.0452
C 1.7164 2.7645 -1.0834
N 0.9725 1.9996 -0.1850
N 1.7453 1.1952 0.5600
C 1.2934 0.2836 1.3939
C -0.0765 0.0954 1.7843
O -1.0216 0.8566 1.2114
C -0.4118 -0.8157 2.7889
C 0.5371 -1.6241 3.3623
C 1.8947 -1.5431 2.9672
C 2.8692 -2.4186 3.4856
C 4.1787 -2.3274 3.0872
C 4.5604 -1.3548 2.1625
C 3.6289 -0.4987 1.6243
C 2.2855 -0.5752 2.0083
H -1.0081 3.9207 -3.9158
H -0.9413 5.1369 -2.5882
H -2.2351 3.9078 -2.6115
H 1.1343 4.5854 -3.9070
H 3.5632 4.8065 -3.7901
H 4.8329 3.7457 -1.9645
H 3.6458 2.3996 -0.2517
H -1.4489 -0.8584 3.0889
H 0.2464 -2.3354 4.1195
H 2.5678 -3.1758 4.1958
H 4.9158 -3.0090 3.4868
H 5.5941 -1.2797 1.8618
H 3.9136 0.2312 0.8834
C 0.2277 -2.8706 -0.4056
Si -1.6473 -3.1764 -0.4876
C -2.1525 -4.0356 1.1409
C -2.1703 -4.1923 -2.0063
C -2.7041 -1.5707 -0.5367
C -4.0189 -1.5602 -0.0867
C -4.7292 -0.3699 0.0565
C -4.0814 0.8219 -0.1909
N -2.8310 0.8477 -0.6817
C -2.1853 -0.3317 -0.9048
S -0.6578 -0.0129 -1.6945
H 0.7459 -3.8156 -0.2677
H 0.4984 -2.2292 0.4293
H 0.6129 -2.4166 -1.3120
H -1.6228 -4.9780 1.2422
H -3.2121 -4.2655 1.1824
H -1.9078 -3.4353 2.0127
H -1.7538 -5.1933 -1.9445
H -1.8191 -3.7450 -2.9315
H -3.2506 -4.2900 -2.0725
H -4.5026 -2.4939 0.1599
H -5.7585 -0.3698 0.3771
H -4.5519 1.7853 -0.0274
O -2.3843 3.4097 -0.4339
N -2.1776 3.2422 0.8811
O -0.8797 3.4954 1.0863

=====

Entry 2:
53
Properties=species:S:1:pos:R:3 method="wB97M-V/def2-TZVPD" de_lowest_kj_mol=297.81 lumo_energy_ev=-2.75 molar_mass_g_mol=371.48 e_homo_ha=-0.198
C -5.4228 0.8923 0.2439
C -4.4102 0.1209 1.0525
O -3.3918 -0.3088 0.1325
C -2.4601 -1.1549 0.6578
C -1.5203 -1.5113 -0.4242
N -0.6441 -2.4174 -0.2410
C 0.2995 -2.9895 -0.9175
C 1.0797 -4.0231 -0.2912
C 2.3283 -4.4763 -0.7760
C 3.0523 -5.4338 -0.0714
C 2.5103 -6.0012 1.0999
C 1.2621 -5.5607 1.5889
C 0.5834 -4.5587 0.9114
O -2.4347 -1.5460 1.8102
H -6.1197 1.4254 0.9084
H -4.9566 1.6383 -0.4179
H -5.9801 0.1821 -0.3844
H -3.9640 0.7769 1.8127
H -4.8581 -0.7882 1.4787
H -1.7242 -0.9893 -1.3494
H 0.5823 -2.6761 -1.9364
H 2.7026 -4.0429 -1.6980
H 4.0339 -5.7403 -0.4488
H 3.0515 -6.7927 1.6293
H 0.8019 -5.9772 2.4893
H -0.3549 -4.1604 1.2858
C 5.3134 1.4030 -1.6804
C 4.0292 1.7359 -0.9764
C 3.8510 1.3075 0.3534
C 2.6538 1.4861 1.0235
C 1.5394 2.1089 0.3722
C 0.3056 2.1627 1.0538
C -0.9291 2.6384 0.5184
C -1.8616 3.3279 1.3506
C -2.9379 4.0185 0.8130
C -3.1703 3.9843 -0.5696
C -2.3793 3.1654 -1.3877
C -1.2843 2.4953 -0.8549
C 1.7657 2.6452 -0.9442
C 2.9849 2.4482 -1.5919
H 5.1921 1.4628 -2.7612
H 6.1213 2.0819 -1.3932
H 5.6081 0.3844 -1.4146
H 4.6848 0.8028 0.8515
H 2.5324 1.1413 2.0561
H 0.3229 1.8924 2.1145
H -1.6507 3.3278 2.4202
H -3.6148 4.5758 1.4752
H -3.9792 4.5718 -0.9949
H -2.6111 3.0447 -2.4517
H -0.6559 1.8602 -1.4798
H 0.9722 3.2122 -1.4411
H 3.1513 2.8276 -2.6058

=====

Entry 3:
64
Properties=species:S:1:pos:R:3 method="wB97M-V/def2-TZVPD" de_lowest_kj_mol=0.00 lumo_energy_ev=2.23 molar_mass_g_mol=626.98 e_homo_ha=-0.202 charge=-1
Cl -2.8985 3.4917 1.2318
B -1.3199 3.3991 0.2648
Cl -1.4944 4.5957 -1.1731
Cl 0.1932 4.0245 1.2452
O -1.0972 1.9979 -0.0729
C 0.1295 1.5898 -0.5710
C 0.5305 2.2481 -1.9053
C 1.8590 2.6131 -2.1421
C 2.3046 2.9121 -3.4376
C 1.3952 2.8822 -4.5048
Cl 1.9312 3.1281 -6.1159
C 0.0291 2.6625 -4.2567
C -0.3958 2.3856 -2.9656
H 0.9130 1.6811 0.1872
H 2.5289 2.6465 -1.2888
H 3.3508 3.1133 -3.6371
H -0.6810 2.6864 -5.0825
H -1.4631 2.3175 -2.7574
C -1.6504 -4.8414 3.0329
C -0.9208 -3.5945 2.7418
C 0.4500 -3.4227 2.6477
C 0.8387 -2.0772 2.4773
C -0.2422 -1.1930 2.4840
B 0.0930 0.1737 -1.2722
C -0.1923 0.2204 2.6943
C 1.0009 0.8088 3.1781
C 0.9223 1.9277 3.9858
C -0.3223 2.4744 4.2504
C -0.4714 3.5720 5.2637
F -1.2568 4.5885 4.7944
F -1.0675 3.1075 6.4078
F 0.7256 4.1180 5.6277
C -1.4747 2.0266 3.6177
C -1.3773 0.9759 2.7260
O 1.2428 -0.5694 -1.2280
C 0.9755 -1.6847 -2.1076
C 1.6137 -1.4064 -3.4618
C 1.6968 -2.8942 -1.5458
C -0.6214 -1.7180 -2.1934
C -1.1848 -1.7984 -3.5952
C -1.2296 -2.8088 -1.3320
O -1.0553 -0.4294 -1.6791
S -1.7385 -2.0867 2.5230
H -0.9830 -5.5994 3.4464
H -2.4461 -4.6478 3.7562
H -2.1105 -5.2438 2.1263
H 1.1456 -4.2517 2.7339
H 1.8668 -1.7182 2.4174
H 1.9666 0.3257 3.0101
H 1.8290 2.3505 4.4132
H -2.4329 2.4939 3.8044
H -2.2336 0.7316 2.1068
H 1.4830 -2.2916 -4.1007
H 1.1790 -0.5299 -3.9708
H 2.6935 -1.2500 -3.3308
H 1.4605 -3.7765 -2.1510
H 2.7734 -2.7041 -1.6301
H 1.4537 -3.0733 -0.4939
H -0.8523 -2.7134 -4.0907
H -2.2781 -1.8228 -3.5485
H -0.8998 -0.9195 -4.1897
H -0.9350 -3.8044 -1.6996
H -0.9252 -2.6705 -0.2826
H -2.3239 -2.7288 -1.3822

=====

Entry 4:
67
Properties=species:S:1:pos:R:3 method="wB97M-V/def2-TZVPD" de_lowest_kj_mol=0.00 multiplicity=4 lumo_energy_ev="-5.93 / -7.12" molar_mass_g_mol=753.11 e_homo_ha="-0.494 / -0.497" charge=+2
Tc -0.0584 0.0350 0.0451
C 1.3479 -3.3234 1.2440
C 1.3961 -2.8992 -0.1892
C 1.9380 -3.7112 -1.1629
C 2.0218 -3.2629 -2.4813
C 1.5778 -2.0066 -2.8356
C 1.0311 -1.2250 -1.8260
N 0.9481 -1.6780 -0.5462
N 0.4937 0.0375 -1.8608
Si 0.1985 0.9785 -3.3592
C -0.6852 2.5398 -2.8593
C 1.8645 1.3798 -4.0821
C -0.8813 -0.0177 -4.4954
H 0.5993 -4.1037 1.3811
H 1.1142 -2.4898 1.9008
H 2.3104 -3.7429 1.5368
H 2.3093 -4.6883 -0.8892
H 2.4522 -3.9087 -3.2355
H 1.6433 -1.6435 -3.8493
H -0.1272 3.1404 -2.1376
H -1.6804 2.3239 -2.4662
H -0.8202 3.1536 -3.7530
H 2.4720 1.9492 -3.3756
H 1.7401 1.9886 -4.9804
H 2.4304 0.4923 -4.3679
H -0.4455 -0.9738 -4.7854
H -1.0686 0.5487 -5.4107
H -1.8468 -0.2239 -4.0295
N 2.6524 2.9852 1.2538
C 3.6511 2.0179 1.2707
C 5.0089 2.1035 1.5539
C 5.7245 0.9289 1.4707
C 5.1092 -0.2844 1.1180
C 3.7618 -0.3628 0.8401
C 3.0263 0.8181 0.9224
N 1.6731 1.0826 0.7087
C 1.5069 2.3825 0.9139
C 0.1831 2.9568 0.7411
C -0.3163 4.2071 0.8998
S -1.9922 4.2082 0.5579
C -1.9484 2.5524 0.2202
N -0.7574 2.0275 0.3476
H 2.7713 3.9644 1.4583
H 5.4809 3.0383 1.8231
H 6.7850 0.9396 1.6796
H 5.7137 -1.1791 1.0624
H 3.3003 -1.2984 0.5634
H 0.1928 5.1088 1.1987
H -2.8101 1.9738 -0.0838
S -0.5872 -0.4222 2.4351
C -1.7244 -1.7098 2.3500
N -2.6053 -1.8392 3.3768
C -3.5084 -2.8396 3.4377
C -3.5527 -3.7498 2.4234
C -2.6328 -3.5698 1.3848
N -1.7399 -2.5933 1.3580
H -2.5694 -1.1495 4.1187
H -4.1581 -2.8565 4.3013
H -4.2636 -4.5610 2.4265
H -2.6151 -4.2474 0.5375
Cl -4.2387 0.4256 -2.2657
C -3.9770 -1.0792 -1.3527
Cl -4.7132 -0.9106 0.2640
Cl -4.6908 -2.4301 -2.1911
C -2.4386 -1.2576 -1.2050
O -1.8406 -2.1322 -1.7646
O -1.9428 -0.3384 -0.4204

=====

Entry 5:
67
Properties=species:S:1:pos:R:3 method="wB97M-V/def2-TZVPD" multiplicity=2 lumo_energy_ev="-0.18 / -0.15" molar_mass_g_mol=547.26 e_homo_ha="-0.090 / -0.300"
Li -0.7718 -2.9709 2.5706
Li 0.5754 0.6753 -0.2702
Li -0.4685 -2.2405 -0.9980
Li -1.5227 0.8544 3.7406
C -0.4927 -0.5676 1.9171
O -0.3685 0.6410 1.9573
O -1.0802 -1.0654 2.9428
O -0.1680 -1.2820 0.9444
C 0.4852 -0.9530 -3.2111
O -0.5986 -2.0047 -3.2343
O 0.3109 -0.4568 -1.8685
C 2.0110 -1.2043 -3.7236
F 2.5995 -0.0217 -3.7544
F 2.7675 -2.0077 -2.8940
F 2.1012 -1.7525 -4.9231
C -0.7043 -2.7613 -4.4562
C -2.0635 -3.4657 -4.4821
H -2.0911 -4.1851 -5.3005
H -2.2494 -4.0386 -3.5737
H -2.9171 -2.8171 -4.6789
H 0.1218 -3.4633 -4.5698
H -0.5637 -2.2529 -5.4101
H 0.0147 -0.2693 -3.9177
N 0.2069 1.1529 5.0107
C 1.1630 0.1711 5.0821
C 2.1380 0.1379 6.1234
C 2.1749 1.2674 7.0654
C 1.1861 2.3087 6.8570
C 0.2693 2.2299 5.8527
H 1.1531 -0.5993 4.3253
H 2.9285 -0.5855 6.2583
H 2.9822 1.3151 7.7813
H 1.2292 3.0496 7.6416
H -0.5142 2.9722 5.8127
N -2.6039 -2.4724 -0.7621
C -3.1299 -1.2745 -0.5265
C -4.4385 -0.9484 -0.7555
C -5.3199 -1.7369 -1.3720
C -4.8240 -3.0332 -1.5362
C -3.5149 -3.3527 -1.2719
H -2.5783 -0.4468 -0.1056
H -4.7699 0.0795 -0.7689
H -6.2198 -1.2853 -1.7629
H -5.3324 -3.7041 -2.2128
H -3.0582 -4.2941 -1.5395
N 2.7021 0.7004 -0.0995
C 3.2170 -0.2959 0.7230
C 4.5742 -0.5879 0.7476
C 5.4025 0.0106 -0.1729
C 4.9453 1.0411 -0.9608
C 3.6166 1.2704 -0.9835
H 2.6024 -0.5359 1.5780
H 4.9769 -1.2212 1.5242
H 6.4721 -0.1190 -0.0991
H 5.6508 1.6098 -1.5484
H 3.1880 1.9885 -1.6669
N -0.1996 2.5079 -0.7096
C -0.0759 3.4138 0.3575
C -0.7854 4.6414 0.4320
C -1.7201 4.8927 -0.5903
C -1.7322 4.0620 -1.7174
C -1.1290 2.7455 -1.6236
H 0.7453 3.1917 1.0229
H -0.7444 5.2197 1.3432
H -2.1850 5.8575 -0.7296
H -2.3611 4.3662 -2.5409
H -1.2148 1.8992 -2.2890

=====

Entry 6:
55
Properties=species:S:1:pos:R:3 method="wB97M-V/def2-TZVPD" de_lowest_kj_mol=0.00 lumo_energy_ev=-6.29 molar_mass_g_mol=411.56 e_homo_ha=-0.386 charge=+1
C -0.6118 -4.1837 1.9207
Si 0.3880 -2.7051 2.5008
C -0.7693 -1.3603 3.1007
C 1.5388 -3.2340 3.8837
C 1.3465 -2.0844 1.0056
C 2.1931 -1.0243 1.0957
C 2.9937 -0.5002 -0.0019
C 3.8311 0.6203 0.1994
C 4.5987 1.1449 -0.8349
C 4.5520 0.5546 -2.1113
C 3.7314 -0.5632 -2.3271
C 2.9617 -1.0853 -1.2859
H -1.2167 -4.5823 2.7482
H -1.2893 -3.9000 1.1025
H 0.0478 -4.9853 1.5580
H -1.3828 -1.7311 3.9369
H -0.2114 -0.4790 3.4504
H -1.4445 -1.0308 2.2963
H 0.9617 -3.6328 4.7326
H 2.2272 -4.0205 3.5398
H 2.1477 -2.3945 4.2493
H 1.3094 -2.5999 0.0349
H 2.3253 -0.4835 2.0445
H 3.8649 1.0655 1.1969
H 5.2431 2.0081 -0.6533
H 5.1584 0.9551 -2.9242
H 3.6939 -1.0371 -3.3102
H 2.3261 -1.9543 -1.4462
F 1.7048 3.2811 -4.5409
C 1.2172 4.1804 -3.6302
F 2.2966 4.7878 -3.0587
F 0.5524 5.1453 -4.3493
C 0.3169 3.5278 -2.6273
C 0.2894 3.9746 -1.3024
C -0.5463 3.3435 -0.4018
C -1.4014 2.2571 -0.7876
C -2.1884 1.6511 0.2261
C -3.1057 0.5713 0.1381
C -3.8977 0.2964 1.2999
C -4.8324 -0.7287 1.3213
C -5.0354 -1.5185 0.1751
C -4.2674 -1.2846 -0.9737
C -3.2917 -0.2921 -0.9836
C -1.4038 1.9150 -2.1740
C -0.5276 2.5117 -3.0628
H 0.9196 4.8040 -0.9889
H -0.5755 3.6792 0.6397
H -2.1198 2.1371 1.2038
H -3.7325 0.9217 2.1798
H -5.4075 -0.9147 2.2311
H -5.7835 -2.3119 0.1822
H -4.4220 -1.8854 -1.8736
H -2.6611 -0.2072 -1.8597
H -2.1004 1.1907 -2.5821
H -0.5112 2.1904 -4.1021